This record from the Open Molecules 2025 dataset describes a cluster of 9 separate species, C36H99N9O9 in total in a non-equilibrium geometry. The level of theory is wB97M-V/def2-TZVPD.

Structure (XYZ):
```
153
Properties=species:S:1:pos:R:3:forces:R:3:lowdin_charge:R:1
C 0.878326 -3.163204 0.811712 -0.5 -0.3 0.3 -0.113
O 0.523916 -1.946592 0.187576 0.2 0.1 0.4 -0.202
C 0.709180 -0.822261 1.067634 0.2 -0.6 -0.2 -0.206
C 0.664117 0.456514 0.269974 -1.6 0.3 -0.6 -0.416
C 1.077104 1.600758 1.171306 -0.1 0.7 -0.4 -0.069
N -0.754411 0.670233 -0.184420 0.5 0.4 -0.8 0.059
H 0.435117 -4.029621 0.304608 0.2 0.4 -0.5 0.083
H 0.420935 -3.251481 1.812136 0.5 0.3 0.0 0.070
H 1.968869 -3.284218 0.832354 -0.1 0.0 0.3 0.092
H -0.096544 -0.839417 1.820065 0.1 0.2 -0.1 0.131
H 1.670935 -0.863377 1.615884 -0.1 -0.3 -0.3 0.120
H 1.275272 0.389902 -0.643602 0.5 -0.1 0.5 0.135
H 2.126573 1.520435 1.466379 -0.2 -0.1 0.3 0.081
H 0.385374 1.701192 2.011064 0.3 -0.4 0.3 0.076
H 0.966378 2.563677 0.665182 0.1 -0.1 -0.3 0.056
H -0.947219 -0.009435 -0.926480 0.1 0.0 0.5 0.030
H -0.808701 1.543594 -0.755396 0.2 -0.5 0.8 0.037
C 2.403560 -7.074358 0.892691 -0.5 1.1 0.4 -0.131
O 2.849263 -7.962975 -0.079736 0.4 0.5 0.1 -0.175
C 2.121728 -9.148943 -0.066875 0.0 -0.7 0.3 -0.241
C 2.591094 -9.981724 -1.231280 0.5 0.1 -0.8 -0.459
C 2.296894 -9.330384 -2.581811 -0.3 0.4 -0.1 -0.067
N 2.084041 -11.340811 -1.113551 -1.0 -0.2 -0.1 0.030
H 2.465139 -7.442825 1.928462 -0.1 -0.3 -0.3 0.084
H 1.367913 -6.752341 0.672425 0.1 -0.3 0.3 0.089
H 2.992588 -6.154151 0.881573 0.2 -0.2 -0.3 0.086
H 2.329179 -9.708873 0.861212 -0.2 0.1 -0.1 0.135
H 1.035625 -8.950891 -0.119441 0.1 0.0 -0.1 0.133
H 3.685639 -10.037285 -1.179185 -0.1 0.0 0.3 0.141
H 2.727315 -8.325890 -2.644997 0.0 -0.1 0.1 0.075
H 1.219121 -9.221673 -2.763488 0.1 -0.1 0.1 0.080
H 2.723587 -9.924001 -3.392650 0.0 0.0 0.0 0.073
H 2.151703 -11.796996 -2.021376 0.2 0.0 0.2 0.069
H 1.068451 -11.298875 -0.960742 0.4 0.0 0.1 0.077
C 1.527983 -1.671958 4.846758 -0.6 -0.6 0.4 -0.087
O 1.458285 -2.954749 5.466723 0.1 0.9 0.4 -0.200
C 1.002979 -3.962676 4.622812 0.7 0.0 -1.0 -0.259
C 0.853343 -5.239568 5.428993 -1.2 0.5 0.7 -0.406
C 0.223933 -6.336600 4.599049 0.2 -0.5 -0.1 -0.075
N -0.032671 -4.992293 6.628184 0.6 -0.2 -0.7 0.042
H 2.274507 -1.632291 4.043556 -0.1 -0.1 0.1 0.084
H 1.777672 -0.976733 5.641950 0.1 0.1 -0.1 0.088
H 0.528899 -1.415307 4.456467 0.3 0.1 -0.1 0.087
H 0.055289 -3.685441 4.118834 0.0 -0.1 0.4 0.121
H 1.750935 -4.044715 3.801082 -0.3 -0.5 0.2 0.128
H 1.831019 -5.569452 5.794056 -0.1 0.1 0.0 0.137
H -0.655270 -6.013585 4.035242 0.0 0.2 0.1 0.081
H -0.081539 -7.138471 5.273128 0.0 -0.1 -0.1 0.081
H 0.929734 -6.770520 3.885453 0.0 0.1 0.0 0.063
H 0.026943 -4.021099 6.923311 0.1 -0.2 -0.1 0.059
H -1.003521 -5.183637 6.403443 0.1 0.0 -0.1 0.059
C -7.486443 3.253115 -0.293163 -1.0 0.2 0.4 -0.129
O -6.756609 2.707149 -1.335085 0.4 -0.4 -0.3 -0.178
C -5.611264 2.005965 -0.861431 -0.6 0.4 -0.3 -0.218
C -5.054598 1.232931 -2.026942 1.0 -0.1 -0.3 -0.422
C -6.000634 0.149309 -2.533608 0.3 -0.1 -0.5 -0.048
N -3.692505 0.757057 -1.681160 -0.2 -0.6 0.1 0.046
H -6.860881 3.785831 0.434208 0.0 -0.1 0.0 0.084
H -8.089456 2.478423 0.216667 0.3 0.1 0.1 0.094
H -8.211982 3.954797 -0.709548 0.1 0.1 0.0 0.090
H -4.905705 2.762427 -0.490458 0.1 -0.4 0.1 0.122
H -5.913907 1.322459 -0.044489 0.2 0.1 -0.3 0.118
H -4.875170 1.952758 -2.838570 -0.3 0.0 0.1 0.141
H -6.878267 0.560501 -3.036525 -0.1 0.1 0.4 0.077
H -6.294172 -0.552828 -1.750209 0.0 0.1 0.0 0.082
H -5.478505 -0.414575 -3.314303 0.0 -0.1 0.2 0.063
H -3.715853 0.187447 -0.828052 -0.1 0.3 -0.2 0.075
H -3.333804 0.099254 -2.393731 -0.4 0.5 0.4 0.051
C 4.173435 8.208410 2.588208 0.1 1.3 -0.7 -0.147
O 4.254823 6.842697 2.709309 0.3 -1.3 0.5 -0.173
C 3.021579 6.166775 2.634792 -0.8 0.2 0.2 -0.204
C 2.374708 5.863643 4.006281 1.2 0.6 1.0 -0.439
C 1.225186 4.904839 3.879502 0.2 -0.1 -1.0 -0.073
N 2.008196 7.011967 4.884808 -0.1 0.4 -1.2 0.031
H 5.099064 8.666113 2.934320 0.0 -0.1 0.2 0.091
H 3.337474 8.613987 3.150079 -0.1 0.3 0.1 0.069
H 4.070059 8.516436 1.533797 -0.2 -0.1 0.1 0.093
H 2.317998 6.749936 2.008563 0.1 -0.3 0.0 0.131
H 3.203261 5.195673 2.167605 0.1 0.1 -0.2 0.120
H 3.184489 5.378631 4.582061 -0.3 -0.1 -0.2 0.142
H 0.416593 5.344812 3.284810 -0.1 0.0 0.3 0.083
H 0.875174 4.594314 4.852916 -0.2 -0.1 0.1 0.077
H 1.584339 4.052677 3.289327 -0.2 -0.2 0.3 0.066
H 2.843667 7.560336 5.083661 0.0 -0.2 0.1 0.061
H 1.414990 7.668200 4.355766 0.1 -0.4 0.3 0.074
C -2.818227 2.775013 1.363290 0.5 -0.2 -0.8 -0.133
O -3.951840 3.326645 1.962801 -0.2 0.0 0.4 -0.186
C -4.786009 2.317220 2.511162 -0.1 0.4 -0.8 -0.230
C -5.752940 2.963216 3.450346 -0.5 0.0 0.4 -0.466
C -5.040951 3.522417 4.658605 0.1 0.4 0.4 -0.063
N -6.766390 2.005274 3.912133 0.1 -0.5 -0.1 0.037
H -3.064914 2.027867 0.593194 0.0 -0.1 0.4 0.052
H -2.152593 2.341055 2.114295 0.1 -0.1 -0.1 0.083
H -2.284017 3.549093 0.803091 0.0 0.2 0.3 0.081
H -5.358514 1.896767 1.667337 0.3 -0.4 0.5 0.091
H -4.225737 1.549112 3.066213 0.1 0.0 -0.3 0.136
H -6.249008 3.767094 2.899494 -0.1 0.0 0.1 0.137
H -4.355237 4.327685 4.390823 0.0 -0.1 -0.1 0.080
H -4.473251 2.737449 5.174932 0.0 0.0 -0.1 0.084
H -5.756827 3.922749 5.376523 -0.1 0.0 0.0 0.078
H -7.216269 1.546500 3.117081 0.1 0.2 0.2 0.066
H -6.272617 1.246977 4.395279 -0.3 0.3 0.0 0.075
C 2.159484 4.885589 -4.887977 0.3 0.9 0.0 -0.099
O 2.383341 3.884061 -3.920180 -0.2 -0.1 -1.1 -0.240
C 1.189099 3.194657 -3.614117 0.5 -1.1 -0.4 -0.217
C 0.377813 4.037605 -2.692045 -1.3 0.1 0.7 -0.432
C 1.298893 4.552327 -1.613771 0.3 0.2 0.3 -0.051
N -0.739350 3.266079 -2.058033 -0.1 1.1 -0.2 0.048
H 1.506723 5.695437 -4.514718 0.1 -0.3 0.0 0.088
H 1.728669 4.509686 -5.826005 0.1 -0.2 0.2 0.094
H 3.119712 5.362626 -5.095350 0.0 -0.2 -0.1 0.096
H 0.672556 2.865755 -4.529570 -0.1 0.4 0.0 0.131
H 1.505769 2.250321 -3.146200 -0.2 0.3 0.3 0.127
H -0.033571 4.903561 -3.232889 0.1 -0.2 0.0 0.133
H 1.870647 3.720660 -1.197311 0.0 0.0 0.1 0.071
H 0.766287 5.052047 -0.804638 -0.1 0.0 0.0 0.081
H 2.020438 5.249515 -2.042074 -0.1 0.0 0.2 0.087
H -1.524844 3.157319 -2.710730 0.5 -0.3 0.0 0.084
H -1.133605 3.942443 -1.391240 0.1 -0.5 0.0 0.070
C 4.689438 -1.012077 -3.943609 0.7 -0.7 -0.5 -0.122
O 5.357275 0.164804 -3.588841 -0.1 0.0 -0.4 -0.187
C 4.949372 0.654339 -2.339896 0.6 -0.8 0.9 -0.240
C 5.616775 1.998892 -2.153753 -0.8 0.1 1.4 -0.446
C 5.440384 2.506844 -0.702079 0.5 -0.6 -0.5 -0.055
N 5.087801 2.984097 -3.056194 0.4 0.3 -1.0 0.052
H 5.144295 -1.413254 -4.861262 -0.1 0.4 0.1 0.090
H 3.639771 -0.815119 -4.157384 -0.3 -0.2 0.3 0.083
H 4.860906 -1.804251 -3.191895 -0.5 0.3 0.0 0.092
H 3.851410 0.680991 -2.228314 0.0 0.3 -0.3 0.122
H 5.285884 -0.057928 -1.552279 0.0 0.2 -0.2 0.129
H 6.675570 1.855781 -2.371586 0.1 0.1 0.1 0.142
H 6.052808 3.394149 -0.558170 -0.2 0.1 0.0 0.073
H 5.788093 1.755272 0.014746 -0.2 0.0 0.0 0.072
H 4.391973 2.742996 -0.511465 0.0 0.0 0.1 0.061
H 5.448425 2.720926 -3.972196 -0.4 0.3 0.0 0.078
H 4.067374 2.966808 -3.121336 0.4 0.0 0.1 0.051
C -1.597230 -2.266125 -2.110333 -0.2 0.6 0.4 -0.109
O -2.451508 -1.605774 -3.020248 -0.5 -0.4 -1.2 -0.236
C -2.839993 -2.362110 -4.195302 -0.5 -0.3 1.6 -0.190
C -1.712194 -2.563087 -5.141313 1.3 -0.3 -0.8 -0.458
C -1.073652 -1.241950 -5.580321 0.3 -0.1 -0.2 -0.050
N -2.158987 -3.371617 -6.305242 -0.1 0.5 0.5 0.036
H -1.668006 -1.682673 -1.191941 -0.2 -0.4 0.1 0.062
H -0.543944 -2.197771 -2.375229 0.1 -0.3 -0.4 0.088
H -1.922370 -3.292702 -1.912461 0.1 0.0 -0.1 0.100
H -3.211634 -3.354001 -3.855096 0.1 0.3 -0.1 0.130
H -3.687923 -1.850396 -4.652457 0.1 0.2 0.0 0.126
H -0.937499 -3.135507 -4.599756 0.0 0.2 0.0 0.132
H -0.618180 -0.709041 -4.740154 -0.2 -0.2 0.1 0.071
H -1.784610 -0.558160 -6.051303 -0.1 -0.2 0.0 0.083
H -0.252404 -1.428998 -6.285713 -0.2 0.0 0.0 0.076
H -1.374230 -3.531456 -6.926848 -0.1 0.0 0.0 0.067
H -2.477750 -4.279751 -5.976225 0.1 0.1 -0.1 0.068
```
Positions in Å, forces in eV/Å.

Computed properties:
LUMO energy: 0.25 eV
Frontier orbital gap: 0.337 Ha
Relative energy (zero: lowest compared OMol25 entry of this formula, charge and spin): 1.381 eV
Total energy: -2600.7837 a.u.
Structure (SMILES): COC[C@H](C)N.COC[C@H](C)N.COC[C@H](C)N.COC[C@H](C)N.COC[C@H](C)N.COC[C@H](C)N.COC[C@H](C)N.COC[C@H](C)N.COC[C@H](C)N